1.
43
Properties=species:S:1:pos:R:3:forces:R:3 method="wB97M-V/def2-TZVPD" spin_multiplicity=1 max_force_ev_per_a=2.9 mol_weight_g_mol=240.3 total_energy_ev=-24091.70990 orbital_gap_ev=9.848
C -2.73747 1.09656 -1.76094 0.5 0.3 0.3
C -2.00108 -0.22888 -1.59481 -1.1 -0.6 -0.5
C -0.56687 -0.32805 -2.07499 1.7 1.3 0.8
C 0.27853 0.98310 -1.76398 -0.6 -2.2 0.3
C 0.72055 0.82655 -0.33414 0.5 1.4 -0.2
C 1.92200 1.23591 0.07941 0.8 -0.8 -0.5
C 2.42702 1.15987 1.47701 -1.9 -0.5 2.2
O 1.60671 0.16827 2.19135 0.5 -0.3 0.0
H -2.81013 1.37418 -2.81222 -0.5 0.1 0.1
H -3.67343 1.09527 -1.20139 -0.5 -0.3 -0.7
H -2.22293 1.91013 -1.24414 0.4 -0.2 -0.4
H -2.18397 -0.51453 -0.55251 0.8 0.0 0.2
H -2.52813 -1.03901 -2.11482 -0.3 0.2 -0.1
H -0.31547 -0.55277 -3.11172 -1.1 -0.1 -0.3
H -0.06079 -1.12644 -1.52303 -0.4 0.5 -0.1
H -0.36033 1.83700 -1.95852 0.1 0.3 0.2
H 1.13186 1.02879 -2.43922 0.1 0.1 0.1
H 0.00380 0.39107 0.35004 -0.3 0.3 0.0
H 2.66327 1.36389 -0.70390 0.0 0.8 0.0
H 3.44485 0.88466 1.73442 0.2 -0.3 -0.9
H 2.26044 2.03741 2.11201 0.1 0.6 -0.8
H 0.66831 0.39106 2.11606 0.0 0.3 0.2
O -0.06388 -2.25440 3.90153 1.4 0.5 0.1
H 0.82807 -1.92568 3.67606 -0.2 0.2 0.5
H -0.06355 -3.01221 3.32620 -0.6 -0.8 -0.4
O 1.32907 4.12044 -1.09412 -0.5 0.3 0.4
H 2.02136 3.81426 -1.67283 0.2 -0.3 -0.2
H 0.82515 3.34098 -0.82115 0.2 0.2 -0.1
O 1.33074 -2.09600 0.75652 -0.1 -0.1 0.9
H 1.78407 -2.28860 -0.06451 -0.1 0.6 -0.1
H 1.48246 -1.16444 1.04329 0.2 -0.6 -0.1
O -0.55965 -3.99842 0.21934 1.0 -0.1 0.3
H -1.26118 -3.37042 0.14455 -1.0 0.5 -0.2
H 0.12638 -3.44280 0.65289 -0.1 -0.3 -0.3
O -1.38685 -0.26146 2.74212 0.2 1.4 0.1
H -0.76955 -0.81234 3.27621 -1.0 -0.6 -0.9
H -1.71769 -0.66255 1.93254 0.4 -0.5 0.4
O -1.56211 3.00540 0.52429 -0.1 0.1 -0.2
H -1.04481 2.90807 1.32661 -0.2 -0.1 0.2
H -2.45177 2.66732 0.70083 0.4 0.1 0.2
O 1.18783 -2.52535 -1.97218 0.4 0.3 -0.6
H 1.93387 -3.05936 -1.71575 0.1 -0.8 -0.2
H 0.36532 -2.97647 -1.75241 0.3 -0.5 0.3

=====

2.
58
Properties=species:S:1:pos:R:3:forces:R:3 method="wB97M-V/def2-TZVPD" spin_multiplicity=1 max_force_ev_per_a=3.8 mol_weight_g_mol=439.4 total_energy_ev=-45534.71546 orbital_gap_ev=8.120
N 0.27994 -0.47948 0.24473 1.1 0.0 -0.3
H -0.43683 -0.38085 -0.46977 -0.5 0.1 0.4
H 0.35373 -1.44803 0.58642 -0.1 -0.7 0.1
H 0.25041 0.10869 1.08052 -0.4 0.5 0.0
H 1.16486 -0.24545 -0.21752 -0.1 0.0 0.3
O 1.20861 -4.46582 2.67391 -1.5 0.9 -0.1
C 1.38502 -3.52023 1.72128 3.0 -0.1 -2.3
O 2.52928 -3.33656 1.26483 -0.6 0.5 0.7
O 0.31204 -3.00818 1.27501 -0.8 0.4 0.1
H 0.25173 -4.23748 2.63623 -0.2 -1.4 1.4
C -3.43111 -1.04110 2.86309 1.3 0.5 -0.5
O -3.97333 -1.66570 3.75720 0.0 -0.1 -0.3
N -2.23599 -1.34149 2.23291 -0.3 -1.5 1.0
N -3.85546 0.14555 2.36721 -1.5 0.5 0.4
H -1.99625 -2.31202 2.37381 0.5 0.1 -0.3
H -2.10738 -0.96347 1.30768 -0.1 -0.2 -0.1
H -4.68050 0.49975 2.82353 0.2 0.5 -0.2
H -3.21604 0.71172 1.83743 -0.2 0.2 0.1
C -2.90866 0.44159 -1.39570 2.7 -1.0 1.2
O -2.33476 -0.11971 -0.45781 -0.5 0.6 -0.2
N -3.84653 -0.18490 -2.08180 -1.5 -0.6 -0.3
N -2.48375 1.59615 -1.95851 -0.5 1.8 -0.4
H -4.08848 0.20779 -2.97453 -0.1 -0.6 -0.1
H -3.81586 -1.17036 -1.86624 -0.6 0.0 -0.5
H -3.27312 2.17670 -2.21094 0.3 0.2 -0.4
H -1.75860 2.12940 -1.50224 -0.1 -0.3 0.6
C 3.02223 0.84779 -1.53987 -0.8 0.3 0.3
O 2.51689 0.95133 -0.41122 0.7 -1.1 -0.9
N 3.01814 1.91961 -2.35143 0.4 0.8 -0.2
N 3.48645 -0.26456 -2.15984 0.1 -1.1 0.9
H 2.39656 2.65218 -2.05906 0.4 0.3 -0.3
H 3.62757 1.93840 -3.14881 -0.5 0.4 -0.2
H 3.30186 -1.16687 -1.74871 0.3 0.1 0.3
H 4.15933 -0.23174 -2.90387 -0.2 0.1 -0.1
C -0.19955 3.51382 -0.11476 -0.3 -2.6 1.6
O -0.84861 2.63497 0.46420 -0.5 1.1 -0.6
N 1.13233 3.41203 -0.13856 1.2 0.5 -0.1
N -0.67981 4.55039 -0.79322 -0.8 1.5 -1.1
H 1.54126 2.65507 0.38930 0.2 -0.1 -0.4
H 1.66737 4.05281 -0.69768 0.4 -0.1 0.4
H -0.01021 5.16930 -1.21412 -0.3 0.3 0.0
H -1.63662 4.84986 -0.72385 0.1 -0.2 0.1
C -0.46482 -2.57964 -2.52783 -0.3 0.3 1.3
O -0.35517 -1.37344 -2.28958 0.0 -0.6 -0.6
N -1.16165 -3.06808 -3.58297 -0.6 0.4 -2.2
N -0.08144 -3.55345 -1.67640 0.5 0.8 -0.1
H -0.92635 -3.95540 -3.99875 0.0 -0.1 0.4
H -1.35082 -2.37916 -4.29789 0.1 0.0 0.1
H -0.02041 -3.24764 -0.70908 0.5 -0.8 0.4
H -0.18890 -4.49768 -1.99579 -0.1 -0.2 0.7
C 2.13164 1.05057 2.96967 -1.1 0.1 -0.7
O 0.97254 1.00781 2.53296 0.5 -1.2 -0.1
N 2.46633 2.21850 3.56110 0.5 -0.6 0.3
N 3.09093 0.11095 2.86529 -0.5 -0.6 -0.1
H 3.46703 2.32483 3.62626 -0.3 1.3 0.1
H 1.74320 2.83864 3.22122 0.8 1.0 0.5
H 4.05228 0.30406 3.07579 -0.1 -0.1 0.1
H 2.83746 -0.78181 2.46677 0.2 -0.1 -0.1

=====

3.
45
Properties=species:S:1:pos:R:3:forces:R:3 method="wB97M-V/def2-TZVPD" charge=-1 spin_multiplicity=1 max_force_ev_per_a=2.5 mol_weight_g_mol=257.3 total_energy_ev=-26159.15210 orbital_gap_ev=9.074
C 0.29002 -0.29554 0.65950 0.7 -0.4 1.1
O 1.32092 0.44075 1.33802 -0.7 0.0 -0.8
C 0.30477 -0.15891 -0.86528 0.9 0.2 -0.2
C -0.21345 -1.32981 -1.72757 -2.1 0.8 1.1
C -1.44022 -1.92579 -1.00947 2.2 -0.9 -0.5
C -1.26696 -3.13077 -0.46723 -1.9 0.2 0.3
C -2.69699 -1.10500 -1.02114 -0.1 0.2 -0.5
C -3.35185 -0.76434 0.32343 0.3 -0.4 -0.1
H -0.67172 0.02698 1.06850 -0.2 -0.1 -0.1
H 0.44023 -1.33521 0.97870 -0.3 -0.2 -0.4
H 1.35265 -0.01192 -1.12400 0.0 0.2 -0.2
H -0.19959 0.76528 -1.12955 -0.2 -0.1 -0.1
H 0.51421 -2.09219 -1.97301 0.2 -0.1 0.2
H -0.65244 -0.94693 -2.65388 0.5 0.2 -0.2
H -2.18812 -3.57299 -0.08739 0.2 -0.4 0.4
H -0.35738 -3.70064 -0.36575 0.2 0.1 -0.3
H -2.44488 -0.21186 -1.59845 -0.2 0.2 0.2
H -3.44550 -1.62814 -1.61291 -0.1 -0.1 -0.3
H -4.02378 -1.56997 0.62301 0.1 -0.1 0.2
H -2.58078 -0.64584 1.08096 -0.2 0.1 0.2
H -3.95876 0.13682 0.26389 0.1 0.1 -0.1
H -1.46630 -3.22104 2.06283 0.1 0.0 0.0
H -0.56948 -2.42073 2.98461 0.3 0.0 0.2
O -1.02189 -3.27423 2.91842 -0.2 0.1 -0.2
H 3.05627 1.31408 -1.37628 0.7 0.0 -0.4
H 3.31067 2.71610 -1.18958 0.0 0.3 -0.3
O 3.34170 2.08432 -1.92574 -0.1 -0.2 0.6
H 1.20287 1.78742 0.65809 0.7 0.8 -0.1
H 1.44190 3.28843 1.01036 -0.2 0.1 0.0
O 1.39461 2.72015 0.23431 -0.3 -0.5 0.2
H 0.71807 2.54773 -1.45703 0.2 0.5 -0.3
H 1.70938 2.53369 -2.60197 0.2 -0.1 0.1
O 0.76615 2.67363 -2.42803 -0.6 0.0 -0.1
H 1.89120 -1.55681 3.59140 0.0 -0.1 0.1
H 1.30321 -0.40138 2.76350 -0.1 0.0 0.1
O 1.13172 -0.96959 3.57336 0.0 0.1 -0.2
H 3.58435 -0.63719 -0.58913 -0.6 -0.3 0.3
H 2.63907 0.27596 0.50182 0.2 -1.0 -0.1
O 3.51513 0.11831 -0.00713 0.4 0.9 0.2
H 1.04100 1.93741 2.84036 -0.1 -0.3 -0.2
H -0.09206 2.74637 3.49291 0.0 -0.1 0.0
O 0.79255 2.82625 3.13165 0.2 0.3 0.2
H -2.03232 2.50364 -2.77696 0.1 0.1 0.0
H -0.71583 1.78518 -3.00759 0.5 0.4 0.1
O -1.67234 1.67835 -3.10457 -0.7 -0.5 -0.2

=====

4.
60
Properties=species:S:1:pos:R:3:forces:R:3 method="wB97M-V/def2-TZVPD" charge=-3 spin_multiplicity=2 max_force_ev_per_a=6.2 mol_weight_g_mol=462.1 total_energy_ev=-51438.05467 orbital_gap_ev="2.735 / 3.250"
O -2.13158 -1.78958 0.89734 2.9 3.4 0.4
C -1.34060 -0.80207 0.83269 -1.0 -2.7 -1.1
O -0.05027 -0.84576 0.50422 -2.6 -0.1 0.7
B 0.41510 0.54520 0.39033 4.2 -0.2 -0.3
O -0.65170 1.39038 0.81361 -1.4 1.7 -0.2
C -1.70129 0.71133 0.99128 -5.0 -0.3 1.6
O -2.86360 1.11172 1.30850 3.6 -0.9 -0.9
O 0.96366 0.87864 -0.90580 -1.4 -0.5 -0.1
C 2.18064 1.44281 -0.71762 2.2 1.3 2.2
O 2.88217 1.90182 -1.66390 -0.5 -0.1 0.1
C 2.48935 1.45636 0.77394 -1.4 -0.4 -6.0
O 1.51350 0.79223 1.35181 -1.8 -1.2 1.8
O 3.47788 1.88800 1.30744 2.8 1.3 2.5
C -0.77230 -0.97948 -3.67520 -0.1 0.2 0.3
C -1.37816 -2.33738 -3.33611 1.9 -1.8 0.4
C -2.27092 -2.74711 -4.46546 -1.4 -0.4 -1.2
O -0.44959 -3.33591 -3.00299 -1.4 1.3 -0.6
H -1.48799 -0.34681 -4.20018 -0.2 0.1 -0.4
H 0.12374 -1.13863 -4.27510 0.1 0.3 0.2
H -0.59114 -0.44568 -2.74228 0.7 0.0 -0.1
H -2.05817 -2.12306 -2.51163 -0.6 0.0 0.8
H -3.02517 -1.99210 -4.68720 -0.4 0.5 0.1
H -2.84722 -3.65071 -4.26679 0.2 -0.3 0.3
H -1.78725 -2.90442 -5.42954 0.7 -0.1 0.0
O 1.34880 -3.04887 -0.39246 0.5 -0.5 0.1
H 1.72209 -3.46426 0.38493 0.1 0.0 0.3
H 0.47156 -2.77781 -0.12188 -0.3 0.1 -0.4
O -1.64240 -2.90155 3.53871 -0.2 -0.4 0.4
H -0.75946 -2.65606 3.81510 0.2 0.4 0.2
H -1.60585 -2.89191 2.58225 -0.1 0.0 -0.7
O -0.10693 -0.32127 4.57871 -0.3 -0.6 0.4
H 0.83611 -0.33100 4.74242 0.3 0.3 -0.1
H -0.19410 0.04714 3.69955 0.1 0.4 -0.3
O -5.50528 2.30626 1.40288 -0.7 0.4 0.0
H -5.28471 1.42818 1.71358 0.3 -0.3 0.0
H -4.66541 2.76337 1.35914 0.4 -0.2 0.0
O 5.92584 1.62500 3.17383 0.6 -0.1 0.5
H 5.20256 2.00559 2.67559 -0.8 -0.1 -0.8
H 5.81115 1.96512 4.06118 0.0 0.0 0.2
O -3.93969 -3.04565 -0.69363 -0.9 -0.6 -0.1
H -4.19284 -2.24749 -1.15740 0.1 0.1 -0.1
H -3.18706 -2.78598 -0.16225 0.3 0.2 0.1
O 2.05268 -1.32820 -2.53153 0.7 -0.5 -0.2
H 2.51387 -0.96938 -3.28966 0.0 0.2 -0.1
H 1.75024 -0.55914 -2.04851 -0.3 0.3 0.2
O 1.26295 2.27451 -3.91337 -0.4 0.5 -1.3
H 0.48852 2.44603 -3.37759 -0.1 -0.2 0.2
H 1.98080 2.20904 -3.28359 0.5 -0.4 1.1
O -3.77939 -0.73697 3.36749 -0.6 0.1 0.6
H -3.17240 -1.47234 3.28363 0.3 -0.4 0.1
H -3.33017 -0.00549 2.94397 0.1 0.2 -0.4
O -0.01298 2.99361 3.32835 -0.7 0.7 0.2
H 0.44069 2.96053 2.48613 0.2 -0.3 -0.4
H 0.67950 2.87648 3.97872 0.1 -0.4 -0.3
O 4.73380 3.92047 -4.41397 0.4 0.3 -0.3
H 4.25224 3.48959 -3.70780 -0.3 -0.3 0.5
H 4.31629 3.60600 -5.21586 -0.2 -0.1 -0.1
O 2.05912 1.68933 4.61236 0.1 -0.1 0.6
H 2.02839 2.45531 5.18556 0.2 0.1 0.4
H 2.86236 1.80202 4.10407 0.3 -0.1 -0.8

=====

5.
48
Properties=species:S:1:pos:R:3:forces:R:3 method="wB97M-V/def2-TZVPD" spin_multiplicity=1 max_force_ev_per_a=1.8 mol_weight_g_mol=273.3 total_energy_ev=-27679.73991 orbital_gap_ev=8.378
C -2.86864 -0.40158 3.78628 0.6 0.0 -0.2
C -2.32661 -0.13356 2.40573 -0.8 -0.2 0.2
C -2.89413 -0.63078 1.30873 0.3 0.3 -0.2
C -2.41354 -0.35081 -0.11235 0.2 -0.1 1.1
C -1.05642 -0.95665 -0.44357 -0.8 -0.5 -1.5
C 0.17216 -0.15474 -0.15650 -0.6 0.1 0.2
C -1.04685 -2.06354 -1.21587 0.8 0.1 0.7
N 0.06647 -2.49638 -1.92873 -0.1 0.2 0.2
H -3.88314 -0.78830 3.74556 0.0 -0.1 0.0
H -2.83793 0.49112 4.41175 -0.1 0.1 -0.1
H -2.21853 -1.13189 4.27144 -0.1 -0.1 0.2
H -1.46246 0.50893 2.33687 0.2 0.2 -0.1
H -3.77338 -1.25718 1.43014 0.0 0.0 0.0
H -2.33198 0.73423 -0.21456 0.0 0.1 -0.1
H -3.17200 -0.67048 -0.82133 0.0 -0.1 -0.1
H 0.02066 0.26044 0.83840 0.4 0.2 0.0
H 0.27797 0.66743 -0.86518 0.1 0.1 0.2
H 1.09147 -0.74098 -0.16959 0.0 -0.1 0.1
H -1.86184 -2.77875 -1.17587 -0.3 0.3 -0.6
H 0.94055 -1.99713 -1.85347 0.1 0.0 -0.1
H 0.11479 -3.43305 -2.26119 0.0 -0.4 0.0
O -0.15145 -2.74203 1.80764 0.4 -0.6 0.2
H -0.94065 -2.19368 1.85335 -0.1 0.2 -0.2
H 0.04027 -2.87909 0.87293 -0.5 0.1 -0.1
O 2.58919 -0.50183 -2.15748 0.1 -0.4 0.1
H 3.00768 -0.43822 -3.02837 -0.3 0.1 0.3
H 1.88169 0.17417 -2.13096 0.4 0.3 -0.4
O 1.41129 3.02853 0.73965 -0.1 -0.1 0.1
H 1.68421 2.26422 0.20706 0.2 0.3 0.2
H 1.50193 2.74638 1.66290 -0.1 -0.2 -0.3
O 0.85649 1.57198 -2.73681 -0.4 -0.2 -0.1
H 0.39612 2.39514 -2.45377 0.5 -0.2 0.1
H 0.16610 0.95940 -3.05702 0.1 0.4 -0.3
O 1.42870 0.84630 2.81988 0.0 -0.4 -0.2
H 0.78490 0.70825 3.52098 0.1 0.0 0.1
H 1.69063 -0.06728 2.56775 0.0 0.3 0.3
O 2.32260 -1.91609 2.41287 0.2 0.4 -0.7
H 2.82292 -1.65002 1.62572 0.0 -0.2 0.3
H 1.49183 -2.30061 2.05945 0.1 0.2 0.5
O -1.20278 0.12697 -3.99425 -0.1 -0.2 0.2
H -1.14494 -0.82324 -3.83542 0.1 -0.1 0.0
H -1.90763 0.40781 -3.40094 -0.1 0.1 0.0
O 0.27650 3.97236 -1.58191 -0.3 0.2 0.0
H 1.04835 4.49054 -1.83305 0.0 0.0 0.1
H 0.38405 3.81433 -0.62604 0.2 0.0 -0.1
O 3.64999 2.04760 -1.28212 0.1 0.2 0.8
H 3.69941 2.18701 -2.22749 -0.1 -0.2 -0.2
H 3.67598 1.09471 -1.12125 0.0 0.1 -0.5

=====

6.
49
Properties=species:S:1:pos:R:3:forces:R:3 method="wB97M-V/def2-TZVPD" spin_multiplicity=1 max_force_ev_per_a=4.8 mol_weight_g_mol=276.3 total_energy_ev=-28250.60606 orbital_gap_ev=9.185
C 2.13579 3.56975 -1.09389 1.0 -1.2 -0.1
C 2.04174 3.04040 0.13897 -0.1 1.6 -0.7
C 0.98435 3.60467 1.13889 0.9 0.9 -0.9
C 2.97858 1.93653 0.51260 2.0 0.6 -1.5
C 2.20125 0.69464 0.77677 2.5 -2.3 1.5
C 2.94979 -0.37984 1.17635 -1.7 2.3 -0.7
C 2.43704 -1.68940 1.65109 -1.3 0.3 -1.1
H 1.45694 4.26053 -1.49644 -1.0 1.2 0.0
H 2.89529 3.29202 -1.87122 -0.6 -0.2 1.2
H 1.35032 3.98934 2.11122 0.4 -0.2 -0.6
H 0.42835 4.42864 0.66082 0.5 -0.1 0.1
H 0.21687 2.92718 1.38515 -0.8 -1.4 0.3
H 3.76317 2.29427 1.26280 -1.5 -0.8 -0.2
H 3.69356 1.66334 -0.38324 -1.5 0.9 1.3
H 1.12510 0.65465 0.62364 0.2 0.0 0.1
H 4.06704 -0.22913 1.24647 -1.3 -0.3 0.0
H 3.11962 -2.36548 1.19831 0.1 -1.5 0.1
H 1.34077 -1.99632 1.61807 1.3 0.7 -1.0
H 2.55322 -1.62752 2.67642 0.9 -0.5 2.4
O -1.24172 0.53032 1.98185 1.2 0.0 -4.6
H -0.85826 0.03826 1.12168 -1.6 1.5 3.0
H -1.10211 -0.10157 2.65771 0.0 -1.1 1.1
O 1.77693 -2.36598 -3.36733 1.3 2.4 -1.3
H 2.49024 -1.66892 -3.57831 -1.3 -1.9 0.7
H 0.99550 -1.88481 -3.75492 0.3 -0.8 0.8
O -4.13686 -0.26143 -1.00638 1.4 -1.8 -3.5
H -4.04673 -1.21120 -1.31730 0.1 1.6 0.4
H -4.54382 -0.33446 -0.18987 -1.1 0.3 2.8
O -1.72146 -2.21699 1.73611 2.2 -0.1 -0.1
H -1.40604 -2.34419 0.82450 -0.1 0.2 0.0
H -2.62518 -2.39427 1.63101 -2.1 -0.3 0.0
O 0.44632 1.22937 4.10715 -0.4 -0.9 2.2
H 0.48608 1.98852 3.54493 0.5 -0.3 -1.2
H 0.81541 0.37547 3.84249 0.2 1.1 -0.8
O -1.77432 -1.93070 -1.13810 -0.8 -1.9 1.2
H -1.22343 -2.63578 -1.50143 0.3 0.3 -0.3
H -1.47241 -1.08576 -1.41633 0.7 0.7 -0.5
O -1.63963 0.59580 -1.96848 0.1 1.4 0.5
H -1.32016 1.50262 -1.81072 -0.4 -0.5 0.1
H -2.49636 0.46778 -1.50826 -0.3 0.2 0.0
O -0.57815 -1.07451 -3.52446 2.7 -1.4 2.6
H -0.63244 -0.31365 -2.93109 0.1 -0.2 0.3
H -1.04467 -0.76693 -4.21962 -2.5 1.2 -3.9
O 0.62535 -4.14702 -1.32356 1.0 0.2 -1.5
H 0.95372 -4.05633 -0.42973 0.3 0.0 0.1
H 1.39398 -3.95254 -1.95362 -1.6 0.0 1.3
O -3.99081 1.28277 1.22723 0.8 -2.3 1.2
H -3.04188 1.16909 1.43170 -0.1 -1.5 0.7
H -3.82801 2.12374 0.92833 -0.8 3.8 -1.5